Record 1
DFT (ωB97M-V/def2-TZVPD) results for a structure of composition C53H67N2O2P2SSbSeY.

The geometry in XYZ format:
```
130
C53H67N2O2P2SSbSeY | OMol25 | ωB97M-V/def2-TZVPD
Sb 3.49 0.52 -0.48
Y -0.53 -0.32 -0.06
Se -0.74 -3.04 -0.82
S 1.73 -0.30 -1.68
P -1.30 1.89 -1.64
P -1.69 -1.61 2.11
O 1.41 0.45 1.64
O 0.17 0.93 3.40
N 2.01 1.38 5.04
N -1.74 1.30 1.22
C -0.45 -2.01 -3.89
C -2.09 -3.61 -4.77
C -1.46 -3.09 -3.65
C -1.21 3.12 -0.31
C -0.59 2.73 -3.16
C 4.91 0.38 -3.16
C -3.33 -5.10 -3.41
C 4.45 4.76 -0.77
C -3.28 -2.41 1.50
C -0.81 -2.90 3.16
C 5.95 0.16 -4.05
C -3.57 0.55 -2.70
C -2.46 1.02 2.36
C 3.49 5.42 -0.03
C 5.14 0.27 -1.79
C 5.69 -0.89 3.04
C 2.51 4.69 0.63
C -0.63 1.75 -4.32
C -3.80 3.06 -2.43
C 3.95 -2.50 2.65
C 0.86 3.16 -2.92
C 3.46 2.66 -0.18
C -3.03 -0.40 4.27
C -0.80 5.34 0.55
C -3.81 -1.52 0.37
C 7.21 -0.17 -3.57
C 2.48 3.31 0.55
C 0.23 -2.21 4.04
C -1.37 2.61 1.01
C -1.64 -3.89 3.96
C 1.32 0.76 2.82
C -3.66 -5.21 -5.90
C -1.76 -3.61 -2.39
C -3.98 1.78 4.11
C -2.39 -0.22 3.04
C -0.84 4.84 1.84
C 5.06 -2.08 3.36
C 7.43 -0.26 -2.21
C 2.52 0.93 3.75
C -3.02 -4.63 -4.68
C 5.22 -0.12 1.99
C 3.49 -1.75 1.58
C -4.41 -2.60 2.51
C -3.15 -5.22 -0.96
C -2.73 -4.62 -2.26
C -0.96 4.47 -0.51
C -1.10 3.51 2.07
C 6.40 -0.04 -1.32
C -3.16 1.78 -1.89
C 4.13 -0.56 1.26
C -3.34 1.98 2.91
C -3.79 0.61 4.83
C 4.44 3.38 -0.85
H 5.18 2.86 -1.44
H 8.01 -0.37 -4.26
H 2.62 -2.07 1.01
H 0.06 0.93 -4.14
H 0.75 -2.94 4.65
H -3.48 3.93 -1.85
H -4.72 -1.95 -0.06
H -0.18 -1.49 -2.97
H 1.74 5.20 1.19
H 3.45 -3.42 2.92
H -5.25 -3.06 2.00
H 0.37 1.16 4.36
H -2.90 -0.29 -2.50
H -4.06 -5.90 -3.33
H -3.99 -4.66 -0.54
H 5.70 0.82 1.75
H -0.25 -1.49 4.70
H 1.69 2.76 1.04
H -4.73 -5.04 -5.88
H -1.81 -3.22 -5.75
H -2.93 -1.35 4.78
H -0.27 -3.48 2.39
H 5.44 -2.68 4.18
H 0.97 -1.69 3.42
H 3.23 1.62 3.29
H 3.92 0.62 -3.51
H 8.42 -0.51 -1.84
H -0.97 -4.61 4.43
H 1.45 2.31 -2.57
H -2.32 -4.44 3.31
H -4.13 -3.24 3.34
H 6.58 -0.12 -0.25
H -4.58 0.25 -2.45
H 1.30 3.50 -3.86
H 0.96 3.97 -2.20
H -1.20 3.61 -3.39
H -3.55 3.22 -3.48
H 5.21 5.32 -1.29
H -3.48 -6.24 -1.11
H -3.54 0.75 -3.77
H -0.33 2.25 -5.25
H 6.55 -0.57 3.61
H -2.98 -3.38 1.08
H -4.64 2.55 4.48
H -3.51 2.89 2.36
H 3.00 -0.05 3.82
H -4.74 -1.64 2.91
H -0.67 5.50 2.68
H -1.13 3.13 3.08
H -2.21 -3.40 4.75
H -3.49 -6.29 -5.93
H -0.62 6.39 0.36
H 2.27 2.34 5.24
H -3.25 -4.77 -6.80
H -4.88 2.98 -2.35
H -0.84 -1.29 -4.60
H -3.08 -1.42 -0.44
H -1.62 1.33 -4.46
H 5.77 0.23 -5.11
H -4.05 -0.53 0.76
H -4.26 0.47 5.79
H -2.33 -5.23 -0.24
H -0.90 4.86 -1.52
H 2.30 0.80 5.81
H -3.50 1.64 -0.85
H 3.50 6.49 0.04
H 0.46 -2.44 -4.32
```

## Properties
calculated total energy: -6080.65008 a.u.
HOMO-LUMO gap: 7.10 eV
largest force on an atom: 0.0268 hartree/bohr
relative energy (zero: lowest compared OMol25 entry of this formula, charge and spin): 4.9 kcal per mole
total charge: +1
lowest unoccupied orbital energy: -1.94 eV

---

Record 2
DFT (ωB97M-V/def2-TZVPD) results for a structure of composition C20H16N10PtSe.

The geometry in XYZ format:
```
48
C20H16N10PtSe | OMol25 | ωB97M-V/def2-TZVPD
Pt -0.25 -0.81 -0.99
Se 5.42 -0.85 4.31
N 1.83 -1.01 -0.76
N 0.03 -0.98 1.28
N -5.06 -1.00 -1.07
N -5.13 -2.84 -2.42
N -2.31 -0.88 -1.26
N -0.13 4.27 -1.04
N 3.68 -0.88 4.43
N -1.95 4.35 -2.43
N -0.02 1.55 -1.26
N 5.36 -0.85 2.56
C 1.33 -0.96 1.59
C -0.92 2.22 -1.94
C 2.30 -0.96 0.51
C 0.84 2.20 -0.47
C 4.08 -0.97 -1.57
C -0.57 -0.97 3.58
C -3.00 0.01 -0.52
C -0.89 -1.01 2.23
C 3.15 -0.89 3.22
C 2.70 -1.02 -1.76
C -4.39 -0.07 -0.45
C 0.78 3.59 -0.40
C -4.40 -1.90 -1.81
C 0.76 -0.92 3.94
C -1.01 3.64 -1.83
C 3.68 -0.91 0.79
C 1.74 -0.93 2.95
C -2.98 -1.82 -1.91
C 4.10 -0.88 2.16
C 4.58 -0.92 -0.29
H -1.58 1.69 -2.60
H 1.07 -0.87 4.98
H 4.75 -0.99 -2.42
H -2.60 3.95 -3.09
H -1.93 -1.05 1.91
H 1.47 4.16 0.21
H 1.58 1.63 0.08
H -4.96 0.62 0.15
H -1.97 5.35 -2.28
H -1.35 -0.98 4.32
H 5.64 -0.88 -0.08
H -2.44 0.77 0.00
H 2.28 -1.07 -2.76
H -6.13 -2.83 -2.26
H -2.44 -2.54 -2.51
H -4.73 -3.55 -3.01
```

## Properties
calculated total energy: -3839.55445 a.u.
HOMO-LUMO gap: 6.27 eV
largest force on an atom: 0.0278 hartree/bohr
relative energy (zero: lowest compared OMol25 entry of this formula, charge and spin): 0.0 kcal per mole
total charge: +2
lowest unoccupied orbital energy: -7.81 eV

---

Record 3
DFT (ωB97M-V/def2-TZVPD) results for the ion C5H11IN with charge -1.

The geometry in XYZ format:
```
18
C5H11IN | OMol25 | ωB97M-V/def2-TZVPD
I -0.55 3.52 0.54
N 0.95 0.97 0.66
C -1.85 -0.58 -0.50
C -0.26 1.39 0.05
C 1.69 -1.36 0.29
C -1.49 0.53 0.54
C 1.73 0.12 -0.23
H -1.13 0.02 1.43
H 2.65 -1.87 0.07
H 2.78 0.48 -0.17
H 0.89 -1.94 -0.18
H 1.39 0.13 -1.29
H -0.21 1.31 -1.06
H -2.35 1.18 0.75
H -1.51 -0.29 -1.50
H 1.53 -1.32 1.38
H -2.93 -0.78 -0.52
H -1.35 -1.51 -0.25
```

## Properties
calculated total energy: -549.53067 a.u.
HOMO-LUMO gap: 5.39 eV
largest force on an atom: 0.0760 hartree/bohr
total charge: -1
lowest unoccupied orbital energy: 3.30 eV

---

Record 4
DFT (ωB97M-V/def2-TZVPD) results for a cluster of 2 separate species, C18H20F4N3 in total.

The geometry in XYZ format:
```
45
C18H20F4N3 | OMol25 | ωB97M-V/def2-TZVPD
F 3.77 1.07 -0.63
F -4.00 4.94 0.20
F 1.57 5.30 -0.88
F -5.82 0.67 -0.93
N 1.63 -1.96 1.58
N -0.14 -1.26 0.31
N 0.85 -3.32 -0.23
C 0.17 1.90 -0.67
C -4.93 2.83 -0.43
C 2.71 3.22 -0.71
C -3.83 3.59 -0.06
C 1.40 1.17 -0.74
C 2.74 -2.76 2.04
C 1.32 -4.64 0.14
C 0.16 -3.34 -1.51
C -2.33 1.71 -0.34
C -3.47 0.89 -0.61
C -2.55 3.06 0.07
C 0.27 3.32 -0.85
C 1.51 3.93 -0.80
C -1.03 1.17 -0.53
C 1.59 -0.66 2.20
C 2.61 1.82 -0.70
C -4.72 1.47 -0.67
C 0.76 -2.18 0.56
H -1.00 0.13 -0.81
H -1.73 3.68 0.41
H -5.93 3.27 -0.46
H 2.47 -3.82 2.12
H -0.87 -3.74 -1.44
H -3.32 -0.17 -0.84
H 2.16 -4.60 0.83
H 3.66 3.72 -0.66
H 0.61 -0.23 2.04
H 1.33 0.08 -0.80
H -0.86 -1.69 -0.28
H -0.61 3.91 -1.08
H 2.34 0.01 1.76
H 0.75 -3.99 -2.18
H 1.68 -5.10 -0.79
H 3.64 -2.62 1.41
H 0.53 -5.27 0.56
H 0.13 -2.33 -1.91
H 2.96 -2.41 3.05
H 1.81 -0.79 3.25
```

## Properties
calculated total energy: -1261.28712 a.u.
HOMO-LUMO gap: 5.33 eV
largest force on an atom: 0.0379 hartree/bohr
relative energy (zero: lowest compared OMol25 entry of this formula, charge and spin): 3.1 kcal per mole
total charge: +1
lowest unoccupied orbital energy: -6.16 eV